Entry 1:
{
  "formula": "C21H16CoO2S4",
  "method": "ωB97M-V with the def2-TZVPD basis set",
  "species": ["H", "C", "H", "C", "C", "C", "C", "C", "Co", "H", "H", "C", "C", "H", "H", "C", "C", "C", "C", "C", "S", "H", "C", "H", "C", "C", "O", "C", "H", "C", "C", "H", "H", "H", "C", "S", "C", "O", "H", "S", "H", "S", "H", "H"],
  "xyz": [[-1.637392, -5.751624, 0.319706], [-1.146865, 2.461457, -4.587948], [0.753402, -6.397474, 0.399831], [-1.985538, 2.359559, -2.347912], [1.148861, -0.283079, 2.314033], [0.461872, -5.363020, 0.533693], [-1.243062, -3.671964, 0.649519], [-0.291783, -2.670098, 0.875542], [0.143067, 2.342606, 0.163399], [4.558918, -0.297225, 4.160170], [-4.082266, 2.702626, -2.100311], [2.504871, -0.922847, 4.205642], [-3.487842, 2.815071, -4.165318], [1.824687, -2.301770, 1.002109], [-1.791270, -1.118644, 0.705557], [-3.267086, 2.630369, -2.809229], [1.286035, -0.923784, 3.542550], [-0.876258, -4.998183, 0.486352], [3.481601, 0.343436, 2.416108], [1.422429, -4.379034, 0.726864], [0.826729, 4.452188, 0.927699], [-4.487028, 3.024912, -4.530628], [0.518974, 1.995705, -2.795484], [2.595560, -1.415606, 5.167087], [1.055353, -3.052128, 0.888213], [-0.782485, -1.294793, 1.066087], [1.377609, 1.915499, -3.655411], [-2.424003, 2.728812, -5.054711], [-1.852182, 2.205212, -1.287118], [2.260283, 0.351691, 1.761901], [3.606490, -0.292180, 3.644730], [2.472665, -4.644777, 0.747744], [0.425917, -1.422129, 3.973818], [-0.303104, 2.394374, -5.261066], [-0.912246, 2.276861, -3.227505], [-2.483934, 4.623114, 0.694617], [-0.176986, -0.241913, 1.632771], [0.767218, 1.845193, -1.527222], [-2.290902, -3.394612, 0.609975], [-1.027664, 1.322858, 1.752592], [2.176212, 0.830788, 0.792968], [-0.865565, 5.502804, 1.332795], [4.337905, 0.833420, 1.970556], [-2.591199, 2.878328, -6.114768]],
  "forces_ev_per_angstrom": [[0.0036, 0.0279, -0.0004], [-0.0414, 0.0404, -0.0179], [0.0003, 0.0104, 0.0211], [0.0363, -0.0384, -0.0125], [0.0276, -0.0164, -0.0938], [-0.0086, 0.0403, -0.0260], [0.0098, 0.0340, 0.0468], [0.0090, -0.1284, 0.0605], [-0.0072, 0.4810, 0.1786], [-0.0110, 0.0110, 0.0039], [-0.0033, -0.0043, -0.0189], [0.0144, -0.0201, 0.0155], [-0.0680, 0.0008, 0.0137], [0.0011, -0.0144, 0.0443], [0.0193, -0.0241, -0.0499], [0.0668, 0.0036, -0.0402], [-0.0304, 0.0217, -0.0178], [-0.0083, -0.0338, -0.0071], [0.0054, -0.0266, 0.0478], [-0.0053, -0.0060, 0.0050], [0.1215, 0.0827, -0.0758], [0.0338, 0.0055, 0.0140], [0.0784, 0.0347, -0.0618], [-0.0120, 0.0009, -0.0372], [-0.0380, 0.0895, -0.0296], [0.1117, 0.0444, -0.0437], [0.0224, -0.0448, 0.0319], [0.0430, 0.0045, -0.0046], [0.0432, -0.0254, 0.1011], [-0.0704, -0.0565, 0.0192], [-0.0016, -0.0173, -0.0091], [-0.0106, 0.0112, -0.0216], [0.0111, 0.0190, -0.0012], [-0.0039, -0.0014, 0.0054], [-0.0168, -0.0246, 0.0777], [0.0749, -0.1167, -0.0543], [-0.0715, -0.0239, 0.2255], [-0.2222, -0.0332, -0.1495], [0.0207, -0.0108, 0.0039], [-0.1547, -0.2944, -0.0388], [0.0218, 0.0359, -0.0930], [0.0254, -0.0339, 0.0087], [-0.0192, 0.0116, -0.0256], [0.0030, -0.0157, 0.0061]],
  "e_above_lowest_kcal_mol": 0.0,
  "spin_multiplicity": 5,
  "charge": -1,
  "gap_ev": [7.3, 6.9],
  "lumo_ha": [0.1010, 0.0578]
}



Entry 2:
{
  "formula": "C41H57As3N4Tl",
  "method": "ωB97M-V with the def2-TZVPD basis set",
  "species": ["H", "C", "H", "N", "H", "C", "H", "H", "H", "C", "H", "C", "As", "H", "H", "C", "C", "C", "C", "C", "C", "H", "C", "C", "H", "N", "C", "H", "N", "H", "H", "C", "H", "C", "C", "H", "C", "H", "H", "H", "H", "H", "H", "H", "H", "H", "H", "H", "C", "H", "As", "H", "H", "C", "H", "H", "H", "H", "C", "H", "C", "C", "H", "H", "C", "H", "H", "H", "C", "H", "H", "C", "C", "H", "N", "C", "C", "C", "H", "H", "Tl", "C", "C", "H", "C", "C", "H", "H", "H", "H", "H", "H", "H", "H", "H", "C", "As", "C", "C", "C", "C", "C", "C", "H", "H", "C"],
  "xyz": [[3.587134, 4.298132, 4.523570], [-2.453570, 2.694852, 0.792791], [3.341094, 1.625719, -1.333722], [1.233611, 0.135732, 1.105778], [-2.742208, -2.088011, 5.783672], [1.174146, -3.727391, -4.162580], [-0.422019, -0.678474, -4.242248], [0.062750, -0.952073, 3.280374], [-1.937302, 2.617088, 5.822336], [0.940331, 4.962455, 0.300834], [-3.556599, -2.515298, -0.153762], [-0.377839, -2.841187, -2.424794], [-1.648280, -1.604147, -1.561995], [2.665444, -1.622076, -3.645177], [-0.820659, -2.184897, -5.066115], [-2.223575, 2.899339, -0.618149], [-3.717510, 4.785844, 0.751589], [2.811943, -4.665205, -1.643765], [-2.033859, 1.280460, 2.701300], [-2.561143, -2.731559, 3.757061], [2.193247, 4.071758, 2.308130], [-0.152211, 4.999719, 0.333524], [-2.717424, 4.046730, -1.280304], [-1.751800, 3.198102, -3.315538], [-0.731025, 1.314643, -3.060621], [-2.158928, -1.043780, 2.094896], [-2.389797, -0.436791, 4.438228], [-2.807844, 5.047152, -3.186243], [-1.527653, 1.944455, -1.294138], [1.317457, 5.924522, 0.644737], [-2.207205, -3.041136, 1.663176], [-2.588737, -1.797618, 4.751240], [0.013485, -5.538746, -1.614613], [1.118127, -1.216821, 3.247900], [-2.822171, -0.952136, -2.962614], [0.661125, 2.390069, -0.158008], [1.654077, -1.098143, 1.815513], [2.683557, 0.874937, -4.471474], [-0.407030, -6.202306, -3.212240], [-2.450625, -0.066032, -3.461287], [3.720808, -0.325304, 1.964872], [-1.529505, 3.268516, -4.371243], [3.449123, -0.004495, -0.670548], [0.115237, -3.344001, -1.590390], [1.551856, -3.209552, 1.337443], [0.716060, -1.379185, -5.384522], [3.508639, -1.988394, 2.512154], [-3.831637, 5.890099, -1.080202], [1.194592, 2.524892, 0.780136], [1.339248, -2.138713, -0.045529], [1.981537, -5.321469, -3.294899], [4.051762, 0.322388, -2.323347], [-3.487395, 3.536834, 2.466258], [-3.465456, 5.009980, -0.569320], [3.499740, -1.616362, 0.791620], [2.115395, -4.150647, -0.983454], [-1.053266, -3.578271, -2.870357], [2.412759, 5.089193, 2.610386], [1.599099, 1.425692, 1.546523], [4.418273, 2.763008, 4.274364], [1.772821, 1.196445, -3.965408], [2.352493, 1.700110, 2.693288], [0.345664, -4.182380, -4.718011], [-2.944849, -1.760364, -3.681936], [-1.893597, 2.203512, 3.712886], [1.220096, -2.247358, 3.597330], [3.658745, -4.017472, -1.866329], [-3.393459, -3.388198, -1.696060], [0.659704, -2.433505, -3.489538], [3.190761, -5.547464, -1.127015], [-3.782255, -0.722993, -2.501590], [1.858173, -1.661803, -2.907984], [3.187418, -1.252517, 1.772410], [-4.308662, 5.498211, 1.313101], [-1.936298, 1.555947, 1.346299], [2.645368, 3.006637, 3.075483], [-2.224129, -0.093765, 3.078250], [3.436790, 3.236258, 4.335572], [1.876840, 2.245139, -3.685052], [2.701677, 0.908461, 3.334899], [-0.689385, 0.179577, 0.209606], [-1.309483, 2.090354, -2.579771], [-2.306503, -2.301028, 2.444984], [-2.445953, 0.289251, 6.474191], [-2.449311, 4.170825, -2.659577], [-2.852118, -2.955113, -0.855243], [-2.278332, -3.741143, -0.368333], [0.638795, -7.113696, -2.127200], [0.934232, 1.099288, -4.651326], [-1.648295, 3.226215, 3.465341], [1.903286, -3.433960, -4.921794], [1.230391, 4.844414, -0.745466], [2.258601, -2.183631, -2.038097], [0.011616, -2.379065, 1.128479], [2.923377, 2.810344, 5.199493], [3.291950, 0.566090, -1.580680], [1.528960, 0.179197, -2.305519], [0.382461, -6.110722, -2.465779], [-2.043587, 1.847674, 5.068562], [-2.317266, 0.564325, 5.435446], [1.096281, -2.273859, 1.009649], [-3.227064, 3.654206, 1.427333], [1.463053, 3.833308, 1.149812], [1.635187, -0.582848, 3.962510], [-2.704374, -3.783626, 3.959465], [-0.007234, -1.621354, -4.603938]],
  "forces_ev_per_angstrom": [[-0.0069, 0.0023, -0.0101], [0.1465, 0.0477, -0.2477], [0.0035, 0.0018, 0.0028], [0.2271, -0.0147, 0.2768], [-0.0015, 0.0187, -0.0025], [-0.0414, -0.0178, -0.0250], [0.0126, 0.0109, 0.0555], [0.0250, -0.0207, 0.0012], [-0.0011, -0.0053, -0.0036], [0.0006, 0.0438, 0.0073], [0.0094, 0.0286, 0.0016], [0.0154, 0.0306, -0.0280], [0.0884, -0.2390, -0.1610], [-0.0382, -0.0375, -0.0401], [0.0072, -0.0096, 0.0045], [0.0597, -0.1319, 0.0995], [-0.0099, 0.0115, 0.0605], [0.0200, -0.0255, 0.0330], [0.0572, -0.2385, 0.0920], [0.0029, 0.0014, 0.0169], [0.0089, -0.0033, 0.0433], [0.0039, -0.0053, 0.0151], [-0.0462, 0.0004, -0.0203], [0.0124, -0.0209, -0.0045], [-0.0173, -0.0372, -0.0197], [-0.0107, -0.0086, 0.3022], [-0.0144, 0.0306, 0.0407], [-0.0050, -0.0034, 0.0123], [0.0116, 0.1818, -0.0381], [0.0017, -0.0028, 0.0059], [-0.0080, -0.0361, -0.0474], [0.0071, -0.0387, 0.0012], [-0.0043, -0.0274, -0.0019], [0.0081, -0.0351, 0.0761], [-0.0222, 0.0589, 0.0464], [0.0192, -0.1279, 0.0371], [0.0371, 0.0924, -0.2054], [-0.0030, 0.0113, -0.0069], [0.0044, -0.0067, -0.0007], [0.0326, 0.0157, -0.0142], [-0.0448, 0.0287, 0.0337], [-0.0080, -0.0097, 0.0035], [0.0067, -0.0009, 0.0165], [0.0011, 0.0335, -0.0079], [-0.0286, -0.0025, 0.0459], [0.0075, -0.0283, 0.0029], [-0.0161, -0.0036, -0.0104], [-0.0060, -0.0086, -0.0004], [0.0198, 0.2171, -0.1363], [-0.0153, 0.0318, -0.0438], [0.0117, -0.0249, -0.0307], [0.0382, 0.0136, 0.0356], [-0.0041, -0.0138, 0.0214], [0.0430, -0.0229, -0.0278], [0.0132, 0.0138, -0.0073], [0.0051, 0.0026, 0.0158], [-0.0127, 0.0005, -0.0032], [-0.0039, -0.0054, 0.0044], [-0.0105, -0.2818, 0.0277], [-0.0039, -0.0010, -0.0096], [0.0806, -0.0430, -0.0072], [-0.1034, 0.0377, 0.0449], [0.0020, 0.0255, -0.0309], [-0.0372, 0.0043, -0.0154], [0.0341, 0.0035, 0.0401], [0.0166, 0.0046, -0.0168], [-0.0028, -0.0074, -0.0055], [0.0076, 0.0011, -0.0036], [0.0207, 0.0419, 0.0526], [0.0054, 0.0198, 0.0237], [0.0079, 0.0047, 0.0106], [0.0014, -0.0336, -0.0329], [-0.0190, 0.0027, -0.0130], [-0.0025, -0.0119, 0.0037], [-0.2979, 0.2472, 0.1451], [0.0191, -0.0050, -0.0290], [0.0507, 0.0799, -0.2167], [0.0128, 0.0241, 0.0048], [0.0042, 0.0123, -0.0292], [0.0258, -0.0359, -0.0172], [-0.3742, 0.0100, -0.1660], [0.0214, 0.1170, 0.0040], [-0.0149, 0.0495, 0.0206], [-0.0134, -0.0021, -0.0080], [-0.0126, 0.0466, -0.0116], [0.0533, -0.0348, 0.0088], [-0.0086, -0.0071, 0.0307], [-0.0017, 0.0022, 0.0085], [-0.0149, -0.0024, 0.0110], [0.0127, 0.0078, -0.0073], [0.0124, 0.0105, 0.0108], [0.0088, -0.0280, 0.0049], [0.0037, -0.0169, -0.0303], [0.0543, 0.0230, 0.0034], [-0.0003, 0.0017, 0.0012], [-0.0251, -0.0504, -0.0256], [-0.0397, 0.1011, 0.0222], [-0.0055, 0.0020, 0.0312], [0.0122, 0.0458, -0.0368], [0.0019, -0.0392, -0.0303], [-0.0177, -0.0632, 0.0475], [-0.0440, -0.0406, -0.0249], [-0.0330, -0.0095, -0.0273], [0.0210, 0.0203, -0.0134], [0.0174, 0.0016, -0.0022], [-0.0245, 0.0499, -0.0144]],
  "e_above_lowest_kcal_mol": 0.0,
  "charge": 1,
  "gap_ev": 6.8,
  "lumo_ha": -0.0962
}